Molecular formula: C4H13NO2
Method: DFT, the ωB97M-V functional and the def2-TZVPD basis

Last column: natural (NBO) charge in e.
Atoms and positions in Å:
N 0.75157 -1.39216 -2.27176  -0.81
C 1.07481 -1.32265 -0.76519  -0.28
C 1.45558 2.16041 0.87700  -0.66
C 1.67238 0.88747 0.15094  -0.14
C 0.72677 -0.03397 -0.11795  -0.26
H -0.20591 -1.76095 -2.26928  0.32
H 0.52849 -0.45528 -2.60963  0.35
H 2.16110 -1.39682 -0.90215  0.20
H 0.76852 -2.23899 -0.26246  0.20
H 0.81456 1.97538 1.74179  0.23
H 2.41099 2.53884 1.26699  0.21
H 1.07009 2.99602 0.29694  0.23
H 2.69168 0.53018 0.03968  0.19
H -0.15605 0.10610 0.51847  0.21
H -3.26120 1.55138 2.34633  0.47
H -2.67560 0.09681 2.25092  0.48
O -2.45962 1.03289 2.18123  -0.95
H -1.96268 -1.16282 -0.83534  0.47
H -2.72042 -2.41005 -1.14897  0.47
O -2.68506 -1.70179 -0.48756  -0.93

Gap between HOMO and LUMO   9.8 eV
Largest force on an atom   2.7 eV Å⁻¹
HOMO level   -9.15 eV
Total energy   -9942.4119 eV
E_LUMO   0.70 eV
Total charge   0
Relative energy (zero: lowest compared OMol25 entry of this formula, charge and spin)   172.2 kJ/mol

***

Molecular formula: C4H4N2O
Method: DFT, the ωB97M-V functional and the def2-TZVPD basis

Last column: natural (NBO) charge in e.
Atoms and positions in Å:
C 2.64911 0.16254 0.16669  0.29
C -0.50483 0.36014 -0.38808  -0.34
C 0.32266 1.14197 -0.91554  -0.01
C -0.00189 -1.00127 0.26168  -0.10
N 3.37974 1.06822 0.30292  -0.34
N 2.06975 -0.69875 -0.58767  -0.14
O 1.08685 -1.55248 -0.38983  -0.25
H -1.58916 0.43233 -0.35929  0.25
H 1.10414 1.74779 -1.13759  0.23
H 0.36068 -0.65329 1.24416  0.19
H -0.69817 -1.86101 0.36351  0.22

Gap between HOMO and LUMO (alpha / beta)   8.9 / 7.1 eV
Largest force on an atom   3.2 eV Å⁻¹
HOMO level (alpha / beta)   -9.56 / -8.75 eV
Total energy   -9232.7645 eV
E_LUMO (alpha / beta)   -0.71 / -1.63 eV
Total charge   0
Relative energy (zero: lowest compared OMol25 entry of this formula, charge and spin)   745.2 kJ/mol

***

Molecular formula: C5H15N2
Method: DFT, the ωB97M-V functional and the def2-TZVPD basis

Last column: natural (NBO) charge in e.
Atoms and positions in Å:
C -0.11184 1.02708 -1.59723  -0.42
N -1.57973 0.85554 -1.88840  -0.49
C -2.21661 -0.36746 -1.28784  -0.42
H 0.18711 1.89402 -2.18342  0.26
H 0.01902 1.13179 -0.53166  0.21
H 0.39609 0.18586 -2.06354  0.24
H -1.73851 0.78363 -2.89733  0.45
H -2.12522 1.67373 -1.60745  0.44
H -1.80935 -1.24301 -1.78524  0.24
H -3.29400 -0.29328 -1.39942  0.26
H -1.96977 -0.39806 -0.22956  0.21
C 1.24695 -1.61738 0.56072  -0.69
C 1.14676 -0.36800 1.37095  0.32
C 2.23626 0.48062 1.60077  -0.12
N -0.05815 -0.09245 1.88393  -0.65
H 0.51225 -1.59448 -0.24265  0.25
H 0.98325 -2.46711 1.19760  0.28
H 2.25113 -1.75807 0.17452  0.27
H 2.14657 1.36581 2.22374  0.23
H 3.21614 0.34751 1.16221  0.25
H -0.50777 -0.92438 2.27111  0.44
H -0.02173 0.62727 2.60709  0.43

Gap between HOMO and LUMO (alpha / beta)   11.7 / 9.8 eV
Largest force on an atom   2.2 eV Å⁻¹
HOMO level (alpha / beta)   -18.94 / -20.82 eV
Multiplicity   2
Total energy   -8390.2265 eV
E_LUMO (alpha / beta)   -7.27 / -10.98 eV
Total charge   +2
Relative energy (zero: lowest compared OMol25 entry of this formula, charge and spin)   8.0 kJ/mol

***

Molecular formula: C13H19BNO10PSi2
Method: DFT, the ωB97M-V functional and the def2-TZVPD basis

Last column: natural (NBO) charge in e.
Atoms and positions in Å:
C 3.83888 -1.33661 1.13726  -1.04
B 2.85255 -2.16376 0.24049  0.66
O 3.01324 -2.21794 -1.12786  -0.94
Si 1.32205 -3.13338 1.19268  1.07
O 0.10261 -3.65191 0.18296  -1.23
Si -1.44639 -3.93975 0.64487  1.15
P -2.58053 -1.97661 0.45798  0.89
N -2.95417 -1.68627 -1.03803  -1.35
H 4.65572 -1.99924 1.45037  0.25
H 4.27917 -0.49517 0.59954  0.25
H 3.35510 -0.98071 2.04739  0.23
H 3.57868 -2.89892 -1.51367  0.52
H 1.86452 -4.30608 1.93644  -0.19
H 0.70687 -2.22580 2.20270  -0.20
H -1.48788 -4.44977 2.04014  -0.20
H -2.08055 -4.86870 -0.30507  -0.16
H -3.67713 -2.08397 1.34739  -0.07
H -1.77846 -1.02930 1.13362  -0.05
H -2.60858 -0.81213 -1.41428  0.40
C 4.29039 4.19607 4.13688  -0.40
C 3.20160 3.41109 4.14607  0.34
C 3.27811 1.90640 3.93827  0.48
O 2.21741 1.30633 3.98172  -0.55
C 4.56240 1.29802 3.70368  -0.41
C 5.65220 2.08098 3.69041  0.34
C 5.57793 3.58413 3.91752  0.47
O 6.64238 4.17650 3.89460  -0.54
O 6.88149 1.64667 3.48483  -0.62
O 1.96975 3.84774 4.33508  -0.62
H 4.24356 5.26531 4.28613  0.25
H 4.60284 0.23003 3.54881  0.25
H 7.45705 2.43793 3.53770  0.51
H 1.39453 3.05619 4.29500  0.51
C -4.75428 1.75580 -3.98251  -0.41
C -5.81442 1.83214 -4.80140  0.34
C -6.32503 0.63911 -5.59778  0.47
O -7.30504 0.85296 -6.29331  -0.56
C -5.65014 -0.62419 -5.47549  -0.41
C -4.59133 -0.70930 -4.65002  0.36
C -4.07337 0.49070 -3.86579  0.48
O -3.09058 0.27813 -3.18060  -0.56
O -3.91568 -1.81605 -4.42775  -0.62
O -6.52061 2.92902 -5.00900  -0.63
H -4.38251 2.60116 -3.42142  0.24
H -6.02421 -1.46874 -6.03623  0.24
H -3.25850 -1.62035 -3.72553  0.53
H -7.22168 2.67218 -5.64475  0.51

Gap between HOMO and LUMO   6.8 eV
Largest force on an atom   0.4 eV Å⁻¹
HOMO level   -8.37 eV
Total energy   -61474.7433 eV
E_LUMO   -1.57 eV
Total charge   0

***

Molecular formula: C21H18CoIN6O9S2
Method: DFT, the ωB97M-V functional and the def2-TZVPD basis

Last column: natural (NBO) charge in e.
Atoms and positions in Å:
Co 0.72342 -1.37029 -0.52509  1.16
O 1.00626 2.35153 0.31848  -0.65
C 1.15522 1.15669 0.52603  0.78
O 1.55398 0.32337 -0.39016  -0.75
C 0.90739 0.60616 1.90898  -0.33
C 0.73675 1.52613 2.92851  -0.06
C 0.59915 1.11448 4.24160  -0.07
C 0.67616 -0.22591 4.57936  -0.13
C 0.86797 -1.13326 3.56893  -0.08
C 0.91063 -0.78619 2.19421  0.49
O 0.90928 -1.73031 1.31206  -0.70
N 1.02192 -2.53798 3.95034  0.54
O 0.23490 -3.00019 4.74941  -0.36
O 1.94244 -3.15514 3.44299  -0.40
N 0.39424 2.10430 5.29583  0.54
O 0.37234 1.70698 6.44617  -0.39
O 0.32082 3.27355 4.96704  -0.38
H 0.72945 2.57781 2.67948  0.26
H 0.59152 -0.54976 5.60623  0.27
S -0.32148 -3.35409 -1.15339  -0.06
C -0.09746 -2.47448 -2.60664  -0.08
N 0.47948 -1.31715 -2.42118  -0.51
C 0.63308 -0.56969 -3.57300  0.19
C 1.18641 0.70236 -3.67527  -0.23
C 1.25021 1.27737 -4.93045  -0.20
C 0.78116 0.60476 -6.06230  -0.22
C 0.23126 -0.66077 -5.96252  -0.20
C 0.15640 -1.24267 -4.70361  -0.24
S -0.49278 -2.80672 -4.26038  0.43
H 1.54141 1.20029 -2.78256  0.26
H 1.67456 2.26676 -5.03947  0.22
H 0.84681 1.08000 -7.03203  0.22
H -0.13434 -1.17913 -6.83908  0.22
N 3.88038 -1.51187 0.78734  -0.75
C 3.15754 -2.44071 0.18344  0.73
O 2.47482 -2.15969 -0.82741  -0.68
C 3.20221 -3.84131 0.70330  -0.61
I 4.57329 -4.95528 -0.49464  0.13
H 3.78185 -0.56075 0.46128  0.43
H 4.37880 -1.70372 1.63930  0.41
H 2.22642 -4.29423 0.57016  0.27
H 3.52743 -3.90600 1.73429  0.25
N -0.95910 -0.52274 -0.24822  -0.44
C -1.80910 0.23729 -0.09256  0.62
N -2.76872 1.10002 0.07583  -0.46
C -2.50866 2.39998 0.72177  -0.25
C -3.27498 3.45931 -0.04452  -0.08
O -4.65067 3.12197 -0.13432  -0.51
C -4.84162 1.91970 -0.85244  -0.08
C -4.17682 0.75295 -0.14183  -0.23
H -1.43479 2.59184 0.72170  0.26
H -2.86548 2.35335 1.75509  0.20
H -2.85136 3.57184 -1.05001  0.18
H -3.21512 4.41468 0.47275  0.21
H -4.43054 2.01650 -1.86551  0.17
H -5.91572 1.75587 -0.92104  0.21
H -4.23363 -0.15631 -0.73809  0.23
H -4.65497 0.57851 0.82581  0.21

Gap between HOMO and LUMO (alpha / beta)   7.7 / 7.7 eV
Largest force on an atom   0.6 eV Å⁻¹
HOMO level (alpha / beta)   -8.44 / -8.44 eV
Total energy   -116831.9750 eV
E_LUMO (alpha / beta)   -0.79 / -0.78 eV
Total charge   0
Relative energy (zero: lowest compared OMol25 entry of this formula, charge and spin)   13.6 kJ/mol